(1)
The following is a quantum chemistry calculation of a molecular structure, C9H10N2NiO4S, from OMol25.

The frontier orbital gap (alpha / beta) comes out at 8.7313 / 4.5747 eV. The calculated total energy comes out at -72523.135 eV. Its energy above the lowest of the compared OMol25 structures with the same formula, charge and spin is 0.00 kJ/mol. As for the total charge: +2. As for the spin multiplicity: 3.

Each line ends with the natural charge from an NBO analysis.
Geometry (Å):
H: 0.970 0.287 -4.143  0.20
H: 1.120 0.456 3.687  0.24
C: 0.028 2.085 0.947  0.47
C: 0.709 -0.535 3.466  -0.24
O: 2.804 0.665 -1.299  -0.35
C: 0.030 -1.601 -3.731  -0.40
C: -0.824 -0.495 3.422  -0.24
O: 0.023 3.048 -2.916  -0.34
H: -1.295 -1.215 4.092  0.26
H: 2.013 -0.991 1.754  0.45
H: -0.917 0.284 -4.141  0.20
C: 0.028 -0.308 -4.067  -0.41
H: 0.970 -2.165 -3.551  0.22
C: 1.666 0.778 -1.319  0.45
N: -1.121 -0.883 2.052  -0.52
C: -1.597 0.755 -1.310  0.45
N: 1.060 -0.965 2.123  -0.52
S: 0.042 -1.247 -0.380  0.50
C: 0.013 2.392 -1.952  0.46
C: -0.004 -1.001 1.314  0.24
H: -1.198 0.511 3.637  0.24
H: -0.911 -2.163 -3.541  0.22
Ni: 0.030 1.156 -0.651  0.43
H: 1.103 -1.264 4.175  0.26
O: 0.051 2.657 1.961  -0.36
H: -2.046 -0.861 1.629  0.45
O: -2.749 0.620 -1.259  -0.36

Forces on the atoms, in the same order (eV/Å):
-0.8 -0.7 -0.3
0.1 -0.3 -0.1
0.1 2.6 5.4
0.2 0.0 0.8
-2.7 0.2 -0.6
0.0 -0.2 0.7
-0.3 0.0 0.8
-0.1 -3.1 4.3
0.1 0.2 0.1
-0.4 -0.1 0.4
0.8 -0.7 -0.3
0.0 0.7 0.8
-0.7 0.4 -0.4
5.7 -0.8 0.3
0.3 0.3 -2.1
-7.3 -1.1 0.5
0.3 0.3 -2.1
0.0 -1.0 0.1
0.1 6.1 -6.1
-0.3 -0.6 2.8
-0.1 -0.3 0.0
0.7 0.4 -0.4
0.1 -0.5 0.4
-0.1 0.2 0.1
-0.1 -2.4 -4.5
0.2 -0.1 0.3
4.3 0.4 -0.8

=====

(2)
The following is a quantum chemistry calculation of a molecular structure, C9H10N2O3, from OMol25.

The frontier orbital gap comes out at 9.0731 eV. The calculated total energy comes out at -18613.119 eV. Its energy above the lowest of the compared OMol25 structures with the same formula, charge and spin is 524.64 kJ/mol.

Each line ends with the natural charge from an NBO analysis.
Geometry (Å):
H: -3.995 -1.635 0.033  0.19
O: -0.522 0.256 -0.231  -0.49
C: 1.943 0.328 -0.370  0.35
O: -2.619 -0.678 1.668  -0.75
C: 0.815 2.183 0.451  -0.21
C: -0.623 -1.093 0.045  0.01
C: -3.051 -0.965 0.284  -0.07
H: -2.136 -1.488 -1.498  0.23
O: 0.319 -2.774 -1.175  -0.57
N: 3.244 0.773 -0.506  -0.44
H: -0.429 -1.156 1.141  0.21
C: -1.999 -1.795 -0.363  -0.48
H: -3.012 0.187 2.083  0.49
C: 2.116 2.818 0.262  -0.30
H: 4.238 2.499 -0.427  0.22
H: -3.284 0.111 -0.492  0.18
H: -1.619 -2.884 -0.309  0.29
N: 1.758 -0.987 -0.747  -0.63
H: -0.108 2.581 1.110  0.23
C: 0.551 -1.729 -0.682  0.68
C: 0.620 0.918 0.062  0.23
H: 2.619 -1.579 -0.936  0.43
C: 3.214 2.231 -0.276  -0.02
H: 1.960 3.878 0.874  0.24

Forces on the atoms, in the same order (eV/Å):
1.0 1.7 1.7
-1.0 2.9 -0.1
0.5 -1.1 -0.6
-2.2 1.8 -0.4
-1.9 0.9 2.1
1.3 -1.1 0.9
-2.6 1.1 -1.2
0.4 -1.2 1.9
1.5 -2.8 -1.5
-5.2 2.9 0.8
-0.4 -0.7 -0.5
4.2 2.2 -2.6
0.7 -2.6 -1.7
-2.4 3.2 2.9
0.1 1.5 0.2
1.0 -3.1 2.8
-2.0 1.4 0.4
0.8 -3.1 -0.4
2.4 0.0 -1.9
-0.6 2.4 1.2
3.9 -0.9 -2.1
-1.5 1.3 0.0
0.3 -4.2 0.4
1.6 -2.4 -2.3

=====

(3)
The following is a quantum chemistry calculation of a molecular structure, C9H10N2O4SSn, from OMol25.

The frontier orbital gap (alpha / beta) comes out at 5.2613 / 5.2525 eV. The calculated total energy comes out at -37307.709 eV. As for the total charge: +2.

Each line ends with the natural charge from an NBO analysis.
Geometry (Å):
H: -0.945 0.206 -5.431  0.20
O: 0.041 0.749 3.111  -0.31
H: -2.139 -2.594 1.744  0.46
H: -1.367 -3.637 3.957  0.26
N: 0.993 -2.718 2.210  -0.55
H: -1.321 -1.859 4.043  0.23
S: -0.003 -2.514 -0.409  0.02
C: -0.075 -2.642 1.418  0.36
O: -0.005 3.183 -0.521  -0.29
C: 2.048 -0.027 -0.094  0.36
C: -2.050 -0.026 -0.041  0.35
C: -0.006 -1.648 -4.915  -0.42
O: 3.207 -0.002 -0.042  -0.30
H: 1.011 -1.929 4.142  0.23
H: -0.939 -2.218 -4.852  0.20
C: 0.593 -2.780 3.619  -0.24
C: -0.912 -2.740 3.563  -0.24
H: 1.957 -2.684 1.898  0.46
O: -3.208 0.000 0.040  -0.31
C: 0.027 0.449 1.983  0.51
N: -1.202 -2.675 2.126  -0.55
Sn: -0.001 -0.204 -0.179  0.79
C: -0.005 2.028 -0.429  0.51
H: 0.927 -2.219 -4.876  0.20
H: 0.921 0.205 -5.454  0.21
H: 0.969 -3.706 4.031  0.26
C: -0.010 -0.325 -5.229  -0.39

Forces on the atoms, in the same order (eV/Å):
0.3 -0.2 0.2
-0.1 -1.2 -5.5
0.3 -0.3 -0.1
-0.1 -0.1 0.3
-0.7 0.5 -0.8
-0.2 0.0 0.3
-0.1 -1.6 2.4
0.1 -0.8 -0.9
0.0 -4.8 -0.4
5.6 0.5 1.6
-5.4 0.5 1.7
0.0 1.4 -0.6
-3.2 -0.1 -0.9
0.1 0.0 0.3
0.3 0.3 0.1
1.0 -0.1 0.1
-1.0 0.0 0.0
-0.3 -0.2 -0.1
3.1 -0.1 -1.0
0.1 1.2 7.2
0.6 0.4 -0.7
-0.1 -0.2 -4.9
0.0 6.6 0.8
-0.3 0.3 0.1
-0.3 -0.2 0.3
0.1 -0.1 0.3
0.0 -1.6 0.0